Entry from the OMol25 dataset: an isolated ion of composition C11H15N2 and charge +1 (ωB97M-V/def2-TZVPD).

```
28
Properties=species:S:1:pos:R:3:forces:R:3:lowdin_charge:R:1
N 0.34542 -0.16175 0.27704 0.320 3.194 1.340 0.169
N -1.04836 -2.62045 -2.21624 -3.627 -1.718 -1.195 -0.083
C -1.23910 -2.42987 -3.62509 -0.264 0.103 -0.348 -0.063
C 2.15376 2.17601 2.47639 0.591 -1.746 -0.336 -0.018
C 0.67382 0.96378 1.01953 -0.152 -2.166 -1.531 -0.178
C 1.84445 1.02727 1.77600 1.505 0.782 0.723 0.021
C 1.29951 3.26585 2.42424 -0.654 0.693 -0.123 0.003
C 0.13493 3.20139 1.67566 -0.409 -0.033 -0.206 0.003
C 0.08247 -2.53423 -0.07860 0.625 0.511 -0.105 -0.153
C -0.20229 2.06252 0.96426 -1.218 1.342 0.019 -0.162
C -1.47994 1.96068 0.19123 0.233 0.215 0.080 -0.010
C 0.44610 -1.32272 0.75264 -0.619 -3.059 0.060 -0.090
C -0.03491 -2.25547 -1.51259 3.241 1.499 1.462 -0.196
H -1.82479 -3.07895 -1.73903 0.415 0.221 -0.251 0.154
H -1.94785 -1.61750 -3.79676 0.048 0.086 -0.173 0.087
H -2.01788 1.05497 0.46750 -0.011 -0.091 -0.050 0.095
H 1.53424 4.16544 2.97017 0.046 0.116 0.054 0.129
H -0.83205 -2.97975 0.32516 0.091 -0.030 0.190 0.134
H -1.27231 1.91087 -0.87731 -0.033 -0.078 -0.055 0.101
H 3.05868 2.22043 3.06197 0.062 -0.024 0.072 0.125
H 0.77205 -1.72517 -2.00765 -0.111 -0.113 0.000 0.125
H -1.65882 -3.33848 -4.06049 0.121 0.075 -0.064 0.092
H -0.30009 -2.19451 -4.12251 0.024 -0.048 0.092 0.091
H 0.74422 -1.54465 1.78512 -0.152 0.354 -0.053 0.145
H 2.51874 0.18283 1.77851 0.009 -0.035 0.048 0.128
H -2.11489 2.82053 0.38297 -0.009 0.043 0.004 0.090
H -0.52773 4.05426 1.65465 -0.064 0.015 -0.025 0.129
H 0.89260 -3.26331 0.05322 -0.010 -0.107 0.371 0.132
```
Positions in Å, forces in eV/Å.

E (eV): -14620.38055
Orbital gap (spin up / spin down) (eV): 4.6714 / 6.4454
Charge: +1
Expectation value of S²: 2.025
Multiplicity: 3
Relative energy (zero: lowest compared OMol25 entry of this formula, charge and spin) (eV): 0.000


Entry from the OMol25 dataset: an isolated ion of composition C11H15N2O and charge +1 (ωB97M-V/def2-TZVPD).

```
29
Properties=species:S:1:pos:R:3:forces:R:3:lowdin_charge:R:1
O 2.90101 0.85003 -0.79259 -0.567 0.164 0.036 0.042
N 2.10578 -0.88040 0.72503 1.022 0.347 -0.245 0.101
N -1.26037 1.32744 0.42144 0.210 0.130 -3.553 0.232
C 1.02055 -1.47473 0.10234 0.304 -0.806 1.085 -0.222
C 2.42727 0.55080 0.48796 0.131 -0.850 1.335 -0.358
C -1.29126 -1.39177 -0.81933 -1.504 -0.241 -1.033 -0.160
C -0.13814 -0.76063 -0.31292 0.005 -0.979 -0.493 -0.111
C -0.00132 0.57182 0.05181 2.673 4.796 4.263 -0.105
C 0.96028 -2.83788 0.20359 -3.146 -2.537 -1.421 0.026
C -2.62487 -0.73769 -1.42548 0.873 1.370 0.841 -0.041
C 1.00148 2.64300 1.31859 0.426 -2.760 -0.920 0.000
C 1.11853 1.22622 0.68699 -3.009 -0.997 -2.589 -0.104
C -0.29599 -3.47719 -0.27388 5.052 -0.145 1.385 -0.033
C -1.29041 -2.78623 -0.85562 -0.486 0.684 0.130 -0.085
H -2.01097 0.75717 -0.06466 0.060 0.922 1.626 0.124
H -3.19989 -1.46936 -2.01248 0.680 0.239 -0.040 0.081
H -0.28705 -4.56023 -0.26582 -0.229 0.028 0.046 0.110
H 0.54586 3.26076 0.53556 0.004 0.461 0.808 0.094
H -2.04821 -3.40860 -1.28497 -0.756 0.354 -0.269 0.116
H 2.02712 2.92740 1.53081 -0.173 0.538 0.096 0.090
H -1.19501 2.21818 -0.10908 -0.373 -0.470 0.226 0.171
H 3.64037 0.27593 -0.95180 0.812 -0.334 -0.358 0.099
H 3.14542 0.92588 1.27043 -0.486 -0.730 -0.587 0.169
H 0.46469 2.45953 2.25979 -0.146 0.942 -0.140 0.095
H 2.78596 -1.59615 1.08765 -0.744 1.667 -0.544 0.171
H -1.28352 1.63964 1.38451 -0.645 -0.774 0.489 0.155
H -2.35121 0.18382 -2.08023 -0.723 -1.523 0.992 0.112
H 1.78276 -3.47665 0.58112 -0.639 0.608 -0.233 0.125
H -3.41520 -0.46052 -0.62547 1.373 -0.107 -0.931 0.104
```
Positions in Å, forces in eV/Å.

SMILES: CC1=C([NH3+])c2c(C)cccc2N[C@H]1O
E (eV): -16669.62164
Orbital gap (spin up / spin down) (eV): 8.2806 / 8.2801
Charge: +1
Relative energy (zero: lowest compared OMol25 entry of this formula, charge and spin) (eV): 1.213


Entry from the OMol25 dataset: a 2-piece molecular cluster, C11H15NO overall (ωB97M-V/def2-TZVPD).

```
28
Properties=species:S:1:pos:R:3:forces:R:3:lowdin_charge:R:1
O -2.59926 -0.16935 0.43985 1.963 0.437 -0.656 0.022
N 0.13712 -0.59790 1.25820 1.894 -1.668 0.629 -0.099
C -0.95820 0.09823 -3.65172 -0.056 -0.183 0.494 -0.080
C -0.74058 1.41713 -4.05470 -0.002 -0.244 0.238 -0.094
C -0.83003 2.43427 -3.11113 -0.066 -0.076 0.602 -0.087
C -1.25129 -0.21731 -2.31235 0.127 0.288 -0.395 -0.035
C 2.31880 -0.85196 2.40900 -0.192 -0.206 0.176 -0.173
C -1.28760 0.79995 -1.35511 0.016 -0.481 -0.206 -0.185
C 1.61588 -0.36268 1.13290 -0.321 -0.109 -0.363 -0.186
C -1.59984 0.46869 0.09851 -2.228 1.846 0.165 -0.273
C -0.11505 -1.27897 2.57378 -0.344 -0.001 -0.477 -0.180
C 1.21711 -1.44833 3.32159 0.195 0.013 -0.273 -0.171
C -1.09161 2.13190 -1.76452 0.180 -0.264 0.008 -0.035
H -0.53967 -2.27645 2.39064 -0.144 0.400 0.081 0.112
H 2.01821 -0.92711 0.27620 -0.220 0.360 0.112 0.110
H -0.47868 1.64897 -5.09017 -0.172 -0.119 0.343 0.105
H 1.21096 -0.97174 4.30448 -0.071 -0.058 -0.129 0.101
H -0.13555 -1.24080 0.51664 0.164 0.053 0.314 0.094
H 3.03315 -1.63890 2.14850 0.020 0.233 0.091 0.099
H -0.99980 1.08907 0.80265 -0.864 -0.128 -0.344 0.114
H -0.66902 3.46698 -3.41020 -0.064 -0.149 0.087 0.101
H -0.84564 -0.68754 3.13549 0.101 -0.141 -0.015 0.108
H -1.44484 -1.24903 -1.99067 0.101 0.438 -0.268 0.118
H -1.14081 2.93494 -1.02271 0.047 -0.260 -0.241 0.114
H 1.40462 -2.51719 3.46507 -0.001 0.211 0.154 0.099
H -0.88224 -0.70402 -4.37461 -0.043 0.013 -0.030 0.097
H 1.78720 0.70378 0.94710 0.051 -0.135 0.034 0.102
H 2.86668 -0.05465 2.91728 -0.072 -0.070 -0.130 0.100
```
Positions in Å, forces in eV/Å.

SMILES: O=Cc1ccccc1.C1CCNC1
E (eV): -15186.45763
Orbital gap (eV): 9.4248
Charge: 0
Relative energy (zero: lowest compared OMol25 entry of this formula, charge and spin) (eV): 1.464


What did the third record say?
Entry from the OMol25 dataset: a 2-piece molecular cluster, C11H15NO overall (ωB97M-V/def2-TZVPD).

```
28
Properties=species:S:1:pos:R:3:forces:R:3:lowdin_charge:R:1
O -2.59926 -0.16935 0.43985 1.963 0.437 -0.656 0.022
N 0.13712 -0.59790 1.25820 1.894 -1.668 0.629 -0.099
C -0.95820 0.09823 -3.65172 -0.056 -0.183 0.494 -0.080
C -0.74058 1.41713 -4.05470 -0.002 -0.244 0.238 -0.094
C -0.83003 2.43427 -3.11113 -0.066 -0.076 0.602 -0.087
C -1.25129 -0.21731 -2.31235 0.127 0.288 -0.395 -0.035
C 2.31880 -0.85196 2.40900 -0.192 -0.206 0.176 -0.173
C -1.28760 0.79995 -1.35511 0.016 -0.481 -0.206 -0.185
C 1.61588 -0.36268 1.13290 -0.321 -0.109 -0.363 -0.186
C -1.59984 0.46869 0.09851 -2.228 1.846 0.165 -0.273
C -0.11505 -1.27897 2.57378 -0.344 -0.001 -0.477 -0.180
C 1.21711 -1.44833 3.32159 0.195 0.013 -0.273 -0.171
C -1.09161 2.13190 -1.76452 0.180 -0.264 0.008 -0.035
H -0.53967 -2.27645 2.39064 -0.144 0.400 0.081 0.112
H 2.01821 -0.92711 0.27620 -0.220 0.360 0.112 0.110
H -0.47868 1.64897 -5.09017 -0.172 -0.119 0.343 0.105
H 1.21096 -0.97174 4.30448 -0.071 -0.058 -0.129 0.101
H -0.13555 -1.24080 0.51664 0.164 0.053 0.314 0.094
H 3.03315 -1.63890 2.14850 0.020 0.233 0.091 0.099
H -0.99980 1.08907 0.80265 -0.864 -0.128 -0.344 0.114
H -0.66902 3.46698 -3.41020 -0.064 -0.149 0.087 0.101
H -0.84564 -0.68754 3.13549 0.101 -0.141 -0.015 0.108
H -1.44484 -1.24903 -1.99067 0.101 0.438 -0.268 0.118
H -1.14081 2.93494 -1.02271 0.047 -0.260 -0.241 0.114
H 1.40462 -2.51719 3.46507 -0.001 0.211 0.154 0.099
H -0.88224 -0.70402 -4.37461 -0.043 0.013 -0.030 0.097
H 1.78720 0.70378 0.94710 0.051 -0.135 0.034 0.102
H 2.86668 -0.05465 2.91728 -0.072 -0.070 -0.130 0.100
```
Positions in Å, forces in eV/Å.

SMILES: O=Cc1ccccc1.C1CCNC1
E (eV): -15186.45763
Orbital gap (eV): 9.4248
Charge: 0
Relative energy (zero: lowest compared OMol25 entry of this formula, charge and spin) (eV): 1.464